{
  "formula": "C28H48BrN3O10PS2",
  "method": "wB97M-V/def2-TZVPD",
  "de_lowest_kcal_mol": 0.0,
  "charge": 1,
  "e_homo_ev": -11.020,
  "total_energy_ha": -5723.52048,
  "orbital_gap_ev": 7.02,
  "species": ["C", "O", "C", "C", "C", "C", "C", "C", "C", "C", "C", "C", "C", "N", "C", "S", "C", "C", "C", "C", "C", "O", "O", "N", "C", "O", "N", "O", "P", "O", "C", "C", "C", "C", "S", "C", "C", "O", "Br", "H", "H", "H", "H", "H", "H", "H", "H", "H", "H", "H", "H", "H", "H", "H", "H", "H", "H", "H", "H", "H", "H", "H", "H", "H", "H", "H", "H", "H", "H", "H", "H", "H", "H", "H", "H", "C", "O", "H", "H", "H", "H", "C", "O", "H", "H", "H", "H", "C", "O", "H", "H", "H", "H"],
  "coordinates": [[1.041304, -4.354801, 2.005157], [0.162965, -3.681509, 1.063158], [-0.357148, -2.562919, 1.815624], [-1.117579, -1.578998, 0.843092], [-0.371035, -0.211993, 0.344459], [0.826900, 0.335148, 1.193959], [2.146688, -0.474599, 1.219970], [2.498233, -1.694886, 0.520492], [3.787588, -2.403404, 0.654022], [4.809559, -1.877359, 1.552880], [4.481229, -0.636550, 2.289762], [5.595320, -0.118036, 3.291795], [3.198988, 0.062543, 2.137242], [0.157111, -0.510460, -1.022115], [0.731138, 0.416924, -1.578545], [1.613491, 1.532489, -2.315524], [-1.710548, 0.690647, 0.246196], [-1.645016, 2.006686, 1.098816], [-0.833756, 3.164941, 0.344327], [-0.328741, 4.176461, 1.471583], [1.166535, 3.969242, 1.858283], [1.454377, 3.554564, 2.964700], [2.231743, 4.212514, 0.988588], [-2.997436, -0.127288, 0.189659], [-3.426540, -0.590135, -1.186645], [-2.453388, -1.308877, -1.913099], [-2.759574, -1.334905, -3.290159], [-3.317275, -2.330158, -3.537785], [-4.552150, 0.783764, 0.515649], [-4.562886, 2.110795, -0.189520], [-2.656724, -1.236808, 1.180212], [-3.305657, -2.660765, 0.906759], [-4.879473, -2.733816, 1.067629], [-5.580434, -3.468969, -0.171286], [-6.876890, -2.421608, -0.980961], [-2.572893, -0.742682, 2.710335], [-3.291039, -1.689098, 3.726310], [-2.822873, -2.607832, 4.303187], [-5.199889, -1.263847, 4.144153], [1.966056, -3.757245, 2.228930], [1.385521, -5.345072, 1.603423], [0.487745, -4.482215, 2.982417], [0.419804, -2.070668, 2.462822], [-1.079268, -3.037717, 2.554100], [-1.030939, -2.180672, -0.113050], [0.457664, 0.386902, 2.267353], [1.113263, 1.403334, 0.959118], [1.750555, -2.154854, -0.162648], [3.931663, -3.342286, 0.068090], [5.761347, -2.438872, 1.669557], [6.117487, -1.052418, 3.650020], [6.292297, 0.614311, 2.819390], [5.040973, 0.276457, 4.181726], [3.021512, 0.990715, 2.730428], [-1.727176, 1.116578, -0.805816], [-1.139345, 1.889450, 2.104773], [-2.620355, 2.501857, 1.344429], [-1.521661, 3.751189, -0.329757], [0.030963, 2.775315, -0.244961], [-0.453174, 5.254821, 1.166366], [-0.917219, 4.037201, 2.422137], [2.886321, 4.710519, 1.522567], [-3.738318, 0.303677, -1.817127], [-4.360445, -1.233847, -1.130653], [-4.775854, 1.021361, 1.891576], [-5.678964, 0.051038, 0.019206], [-3.064973, -3.029265, -0.133564], [-2.878411, -3.454540, 1.583624], [-5.394499, -1.768707, 1.297973], [-5.102027, -3.409211, 1.945679], [-6.116119, -4.386050, 0.209240], [-4.847473, -3.839680, -0.931218], [-6.514676, -2.483726, -2.316582], [-3.058243, 0.269294, 2.852320], [-1.507657, -0.545595, 3.027831], [1.059676, 4.368172, -5.638832], [1.992952, 3.320117, -5.407303], [0.982171, 4.533628, -6.711740], [0.078795, 4.087117, -5.245617], [1.404580, 5.285975, -5.156689], [2.046376, 3.190316, -4.454951], [3.569524, -0.831099, -5.352110], [4.208675, 0.171250, -4.572497], [4.150029, -1.749502, -5.281814], [2.560003, -1.012165, -4.971486], [3.520403, -0.514454, -6.396564], [3.678800, 0.972789, -4.651679], [5.134141, 3.166532, -1.443794], [4.475179, 3.319256, -2.695126], [5.870058, 3.962123, -1.339693], [4.407669, 3.237518, -0.629286], [5.640954, 2.199275, -1.406553], [3.831538, 2.607110, -2.764561]],
  "atomic_forces_ev_per_a": [[0.3, -0.5, 0.4], [0.8, 0.9, 1.4], [-1.3, -0.2, 0.7], [1.6, -0.4, -1.5], [-1.6, -1.5, 0.7], [-0.5, 0.2, 1.3], [3.1, -0.9, 1.0], [0.6, 0.3, 0.4], [-0.4, 2.1, 1.4], [-3.1, 0.9, -0.8], [-0.2, -0.4, -0.6], [-1.6, -1.2, -0.2], [0.6, -2.2, -1.3], [0.1, 2.2, -0.1], [1.1, -0.1, -0.9], [-1.4, -1.4, 0.9], [1.6, 3.4, -2.9], [0.3, 0.9, 0.9], [-0.4, 0.5, 0.8], [0.5, 0.3, -0.6], [0.8, -0.8, 1.5], [-0.6, 0.4, -0.8], [-1.7, 0.9, 0.1], [-0.2, -1.4, 1.3], [-0.9, -0.4, -2.3], [0.7, 0.2, 2.8], [-1.3, -0.9, -1.6], [0.6, 0.9, -0.2], [-2.1, 4.1, -0.7], [0.7, -1.7, 0.6], [2.9, -3.5, 0.8], [-1.5, 0.2, -0.1], [-0.4, -1.5, -0.1], [0.0, -0.6, 0.5], [0.6, 0.0, -0.7], [-1.1, 1.3, 0.1], [0.2, -0.1, 0.2], [0.1, 0.6, -0.6], [0.7, 0.3, -0.3], [-0.9, -0.3, -0.3], [-0.7, 1.0, 0.2], [0.6, -0.2, -1.0], [-0.4, -0.3, -0.9], [0.6, 0.8, -0.6], [-0.8, 0.7, 1.0], [0.5, 0.0, -1.0], [-0.5, -1.2, -0.1], [0.7, 0.4, 0.6], [-0.1, 1.0, 0.6], [-0.8, 0.8, 0.1], [-0.2, 1.2, -0.4], [-0.6, -0.6, 0.5], [0.8, 0.1, -0.8], [0.1, -0.8, -0.6], [0.3, -0.4, 1.1], [-0.5, -0.4, -1.2], [0.5, -0.8, -0.4], [0.7, -0.9, 0.5], [-0.8, 0.3, 0.4], [0.1, -1.2, 0.1], [0.7, 0.1, -1.0], [-0.2, -0.7, -0.3], [0.5, -0.5, 1.1], [1.0, 0.6, 0.6], [0.6, -0.9, 0.0], [1.0, -0.6, 0.4], [0.1, 0.8, 1.1], [-0.1, 1.3, -0.6], [0.5, -0.7, -0.3], [0.2, 1.0, -0.8], [0.6, 1.0, -0.4], [-0.6, 0.5, 0.6], [-0.1, -0.2, 1.1], [0.4, -1.1, -0.2], [-1.1, -0.8, -0.3], [0.1, -0.1, 0.3], [0.1, -0.2, 0.0], [0.1, -0.1, 0.1], [-0.1, 0.2, -0.1], [-0.1, 0.1, -0.1], [0.0, 0.2, -0.1], [-0.1, 0.3, 0.0], [0.0, 0.0, 0.2], [0.0, 0.1, 0.1], [0.0, -0.2, -0.1], [-0.1, -0.2, 0.0], [0.2, 0.0, -0.2], [-0.2, -0.2, -0.1], [-0.1, 0.2, -0.1], [-0.1, 0.0, -0.1], [0.1, 0.0, 0.1], [0.1, 0.0, 0.2], [0.3, 0.0, 0.0]]
}